1.
ORCA calculation (ωB97M-V/def2-TZVPD) on a 2-piece molecular cluster, C9H16NO2 overall at a distorted geometry.

Last column: Löwdin charge in e.
Positions of all 28 atoms, in Å:
C1 0.1321 2.9213 -1.5273  0.016
C2 -0.1055 -2.9481 -2.1463  0.004
C3 -1.5428 -0.3257 2.8955  0.112
C4 0.6984 1.7249 -1.2679  -0.203
C5 0.6918 -2.4854 -1.2423  -0.157
C6 -0.3349 -0.0837 2.4927  -0.095
C7 0.1589 0.3740 -1.4532  -0.182
C8 0.0021 -1.6406 -0.1445  -0.236
C9 -0.0030 1.0455 1.6056  -0.452
N1 0.3994 -0.2712 -0.1196  -0.081
O1 1.1200 1.6600 1.6742  0.178
O2 -1.0142 1.6899 1.1020  0.129
H1 0.5915 3.9181 -1.1282  0.118
H2 -0.8795 3.0218 -1.7798  0.048
H3 0.3591 -3.4785 -2.9520  0.060
H4 -1.2042 -3.0404 -2.2722  0.098
H5 -1.8628 -1.1474 3.5234  0.093
H6 -2.4457 0.1903 2.4623  0.119
H7 1.8352 1.6885 -1.0520  0.148
H8 1.7649 -2.3946 -1.2178  0.114
H9 0.5681 -0.3735 2.9299  0.110
H10 0.6167 -0.2518 -2.2652  0.135
H11 -0.9512 0.3142 -1.6646  0.157
H12 0.2002 -2.1747 0.8542  0.139
H13 -1.0703 -1.7055 -0.1679  0.116
H14 1.4191 -0.0990 -0.0563  0.135
H15 1.7361 1.3270 2.3876  0.194
H16 -0.8795 2.5445 0.5296  0.186

Atoms 1-6, force components in eV/Å:
C 2.0 0.8 2.6
C -0.6 -2.3 -2.7
C -3.4 -0.5 -0.6
C 2.2 1.9 -1.6
C -1.7 2.9 2.6
C 1.2 2.2 -0.5

Values from the calculation:
HOMO level = -13.16 eV
Gap between HOMO and LUMO = 9.41 eV
Net charge = +1
Energy above the lowest of the compared OMol25 structures with the same formula, charge and spin = 4.864 eV



2.
ORCA calculation (ωB97M-V/def2-TZVPD) on a 2-piece molecular cluster, C9H16NO4P overall at a distorted geometry.

Last column: Löwdin charge in e.
Positions of all 31 atoms, in Å:
C1 0.5269 -1.2221 -1.4696  -0.053
C2 -0.6268 -1.8085 -2.3160  -0.517
O1 -0.1504 -2.5049 -3.4506  -0.049
C3 -1.6058 -2.6690 -1.4682  -0.357
P1 -3.2789 -1.7769 -1.3960  0.755
O2 -4.7926 -0.9186 -1.4207  -0.413
H1 0.7200 -1.8484 -0.5982  0.072
H2 1.4134 -1.1447 -2.0975  0.080
H3 0.2802 -0.2181 -1.1244  0.067
H4 -1.1795 -0.9541 -2.7252  0.102
H5 0.6329 -2.9884 -3.2148  0.078
H6 -1.1431 -2.8280 -0.4899  0.066
H7 -1.7481 -3.6098 -2.0092  0.074
H8 -2.6025 -0.5550 -1.0671  0.036
H9 -3.5280 -2.1913 -2.7410  0.044
H10 -3.7521 -2.5712 -0.3278  0.025
H11 -4.7347 -0.3079 -2.1431  -0.012
C4 1.1439 3.3352 3.4594  -0.071
C5 1.7573 2.1507 3.8479  -0.065
C6 2.2545 1.2792 2.8910  -0.001
C7 2.1327 1.6105 1.5502  -0.148
C8 1.5173 2.7859 1.1482  -0.001
C9 1.0207 3.6504 2.1119  -0.065
N1 2.6739 0.7057 0.5387  -0.359
O3 3.1853 -0.3232 0.9169  0.082
O4 2.5780 1.0341 -0.6211  0.069
H12 0.7613 4.0155 4.2092  0.107
H13 1.8504 1.9075 4.8972  0.108
H14 2.7306 0.3590 3.1958  0.119
H15 1.4227 3.0348 0.1014  0.119
H16 0.5404 4.5716 1.8125  0.108

Atoms 1-6, force components in eV/Å:
C -0.5 -0.2 -0.3
C -0.1 0.1 0.7
O -0.4 0.2 -0.5
C 0.3 0.6 -0.5
P 0.1 0.1 0.1
O 0.5 -0.9 0.8

Values from the calculation:
HOMO level = -9.26 eV
Gap between HOMO and LUMO = 8.68 eV
SMILES = O=[N+]([O-])c1ccccc1.C[C@@H](O)C[PH3]O
Energy above the lowest of the compared OMol25 structures with the same formula, charge and spin = 3.484 eV



3.
ORCA calculation (ωB97M-V/def2-TZVPD) on one molecule with the formula C9H16NP at a distorted geometry.

Last column: Löwdin charge in e.
Positions of all 27 atoms, in Å:
C1 1.2263 4.7189 -1.4808  -0.183
C2 1.7873 3.8800 -2.5505  -0.197
C3 0.8730 4.0177 -0.3892  -0.287
C4 1.8573 2.5963 -2.2555  -0.253
C5 -1.2703 -4.4311 1.7953  -0.146
C6 -1.1100 -3.4664 0.6643  -0.292
C7 -0.7261 -2.0676 1.2332  -0.243
C8 -0.3441 -1.0324 0.1871  -0.208
C9 -0.1559 0.4592 0.6381  -0.322
N1 0.0549 1.3893 -0.4509  -0.287
P1 1.4914 2.3138 -0.4462  0.938
H1 0.9818 5.7500 -1.5795  0.083
H2 2.0540 4.2873 -3.5225  0.096
H3 0.5965 4.5925 0.5106  0.067
H4 2.3885 1.8276 -2.7610  0.044
H5 -0.5576 -4.2565 2.5964  0.066
H6 -2.2885 -4.4021 2.1236  0.053
H7 -1.1429 -5.5695 1.4636  0.114
H8 -1.9116 -3.5750 -0.1069  0.117
H9 -0.2590 -3.8053 0.0520  0.102
H10 0.0090 -2.2738 1.9106  0.067
H11 -1.5813 -1.6778 1.8376  0.126
H12 -1.3106 -1.0435 -0.5454  0.152
H13 0.5286 -1.3296 -0.4140  0.103
H14 0.6626 0.6120 1.3204  0.071
H15 -1.1405 0.7050 1.1618  0.124
H16 -0.7131 1.7812 -0.9922  0.096

Atoms 1-6, force components in eV/Å:
C -0.6 -1.2 0.1
C -0.3 1.0 -0.8
C 0.8 1.3 0.8
C 0.4 -0.9 2.0
C -0.1 -3.2 -0.8
C 1.3 0.2 -1.4

Values from the calculation:
HOMO level = -8.54 eV
Gap between HOMO and LUMO = 9.03 eV
SMILES = CCCCCNP1=CC=CC=1
Energy above the lowest of the compared OMol25 structures with the same formula, charge and spin = 0.241 eV



4.
ORCA calculation (ωB97M-V/def2-TZVPD) on a 3-piece molecular cluster, C9H16O14S3 overall at a distorted geometry.

Last column: Löwdin charge in e.
Positions of all 42 atoms, in Å:
O1 5.1919 -0.6403 -2.8755  0.131
C1 4.8182 0.3619 -2.3160  -0.484
O2 5.4588 1.5637 -2.4867  0.080
C2 3.6689 0.4041 -1.3479  -0.090
C3 2.6107 -0.6476 -1.6921  -0.092
C4 1.1725 -0.2920 -1.2760  -0.282
C5 0.1337 -0.0988 -2.4005  -0.090
O3 -0.3779 1.2532 -2.3099  -0.161
S1 0.6262 2.0934 -1.4260  0.614
O4 -0.0003 3.0618 -0.6036  -0.212
O5 1.6912 2.5128 -2.2732  -0.215
O6 1.0353 0.8853 -0.4739  -0.144
H1 5.0082 2.1041 -3.1381  0.116
H2 3.2894 1.4133 -1.3372  0.084
H3 4.0416 0.1970 -0.3503  0.140
H4 2.6434 -0.9148 -2.7412  0.122
H5 2.8772 -1.5515 -1.1601  0.123
H6 0.8159 -1.1621 -0.7410  0.125
H7 0.4296 -0.3918 -3.3985  0.136
H8 -0.7285 -0.7142 -2.1665  0.128
C6 -1.4855 -3.3404 2.2696  -0.144
C7 -2.5164 -2.6319 1.4196  -0.149
O7 -1.9652 -2.6797 0.0953  -0.194
S2 -1.1157 -4.0133 -0.0995  0.590
O8 -1.8846 -4.9788 -0.7905  -0.205
O9 0.1637 -3.6060 -0.5590  -0.233
O10 -1.0210 -4.4266 1.4415  -0.185
H9 -0.6339 -2.6942 2.4906  0.135
H10 -1.8984 -3.7276 3.1956  0.137
H11 -2.6741 -1.6024 1.7161  0.093
H12 -3.4692 -3.1651 1.4247  0.141
C8 -1.4432 3.0125 1.7138  -0.177
C9 -2.2315 3.2808 2.9804  -0.146
O11 -3.4986 2.6391 2.7500  -0.181
S3 -3.2822 1.3362 1.8568  0.596
O12 -3.2147 0.1988 2.7101  -0.239
O13 -4.1718 1.3848 0.7599  -0.201
O14 -1.8022 1.6660 1.3607  -0.193
H13 -1.7404 3.6751 0.9004  0.127
H14 -0.3696 3.0761 1.8608  0.132
H15 -2.3883 4.3388 3.1647  0.137
H16 -1.7634 2.8201 3.8524  0.134

Atoms 1-6, force components in eV/Å:
O -0.3 0.9 0.5
C 0.3 -1.0 -0.5
O 0.4 -0.2 0.2
C -0.1 -0.1 -0.3
C 0.0 0.3 0.4
C 0.2 -0.9 -0.8

Values from the calculation:
HOMO level = -10.66 eV
Gap between HOMO and LUMO = 10.92 eV
SMILES = O=C(O)CC[C@@H]1COS(=O)(=O)O1.O=S1(=O)OCCO1.O=S1(=O)OCCO1



5.
ORCA calculation (ωB97M-V/def2-TZVPD) on a 2-piece molecular cluster, C9H16O3Si overall at a distorted geometry.

Last column: Löwdin charge in e.
Positions of all 29 atoms, in Å:
C1 -2.1061 0.3933 1.1702  -0.330
C2 0.8805 1.9431 -0.3839  -0.518
C3 1.6880 -0.7769 0.8681  -0.497
C4 -2.2616 -0.4632 2.3823  -0.081
C5 -0.1133 3.0417 -0.3844  -0.074
C6 2.2805 0.2202 1.8550  -0.086
C7 -0.7474 -2.2745 -1.1882  -0.135
C8 0.7846 -0.9121 -2.6108  -0.159
C9 -0.3459 -0.9082 -1.6133  -0.525
O1 -2.7960 1.2060 0.6354  0.031
O2 2.0769 2.0729 -0.5610  0.016
O3 2.0601 -1.9213 0.7674  0.027
Si1 0.2128 0.1476 -0.1023  0.972
H1 -2.2737 -1.5065 2.1262  0.061
H2 -3.2807 -0.4051 2.8509  0.096
H3 -1.4042 -0.2589 3.0749  0.094
H4 0.3801 4.0189 -0.2838  0.083
H5 -0.9470 2.8840 0.3963  0.085
H6 -0.7808 3.1341 -1.3068  0.115
H7 3.1694 -0.2852 2.3474  0.099
H8 2.4695 1.0585 1.1546  0.041
H9 1.5122 0.4691 2.7171  0.115
H10 -1.2206 -2.9414 -1.9137  0.085
H11 0.0677 -2.7504 -0.7821  0.034
H12 -1.5274 -2.3074 -0.3582  0.086
H13 0.8659 0.1044 -2.9865  0.054
H14 0.7125 -1.4244 -3.6983  0.123
H15 1.7265 -1.3310 -2.1279  0.094
H16 -1.0824 -0.2273 -2.0446  0.096

Atoms 1-6, force components in eV/Å:
C 2.5 0.4 -1.8
C -0.3 -0.9 -0.8
C -0.8 0.7 0.7
C -1.0 0.3 1.0
C -2.2 1.3 0.1
C -0.2 -1.0 1.3

Values from the calculation:
HOMO level (spin up / spin down) = -7.98 / -7.98 eV
Gap between HOMO and LUMO (spin up / spin down) = 7.92 / 7.92 eV
Energy above the lowest of the compared OMol25 structures with the same formula, charge and spin = 2.820 eV



6.
ORCA calculation (ωB97M-V/def2-TZVPD) on C9H17ClI2InN2OPSe as an isolated structure at a distorted geometry.

Last column: Löwdin charge in e.
Positions of all 35 atoms, in Å:
I1 -3.8477 -4.7068 -2.4632  0.059
I2 -5.8309 -3.0055 -1.8539  0.056
In1 -0.3357 0.3369 -0.3120  0.299
P1 -0.1511 1.2931 -2.4153  0.694
C1 -1.1620 0.5810 -3.7673  -0.215
C2 -0.5791 3.0737 -2.4558  -0.211
H1 2.2157 1.7236 -2.3604  0.042
H2 1.6081 1.7913 -4.0468  0.080
H3 1.8604 0.2184 -3.2330  0.066
C3 1.5508 1.2573 -3.0920  -0.208
H4 0.0283 3.5847 -1.7043  0.038
H5 -0.3924 3.5029 -3.4461  0.081
H6 -0.9914 1.1137 -4.7085  0.079
H7 -2.2205 0.6445 -3.5002  0.063
H8 -1.6337 3.1963 -2.1950  0.065
H9 -0.9048 -0.4740 -3.8951  0.064
C4 -1.5512 -0.9046 -0.8562  -0.208
O1 -2.3328 -1.7025 -1.2058  0.164
Cl1 1.2561 1.9646 0.4016  0.170
C5 3.1930 0.1129 2.7781  -0.004
N1 1.8348 -0.3499 3.0556  -0.098
C6 1.1788 -0.1932 4.2234  0.003
C7 -0.0616 -0.7807 4.1072  -0.011
N2 -0.1731 -1.3041 2.8706  -0.112
C8 -1.3456 -2.0267 2.3839  0.000
C9 0.9912 -1.0179 2.2346  -0.751
Se1 1.3616 -1.4414 0.5602  0.884
H10 3.6178 0.6282 3.6663  0.123
H11 3.1954 0.8222 1.9295  0.056
H12 3.8377 -0.7547 2.5294  0.116
H13 1.5723 0.3064 5.0996  0.152
H14 -0.8249 -0.8296 4.8748  0.152
H15 -1.5414 -2.8997 3.0412  0.132
H16 -2.2314 -1.3562 2.3986  0.120
H17 -1.1908 -2.4042 1.3563  0.057

Atoms 1-6, force components in eV/Å:
I -0.3 0.2 0.1
I 0.3 -0.2 -0.1
In 7.5 4.9 4.2
P 0.7 2.3 -5.1
C -0.1 -0.3 0.5
C -0.1 -0.2 0.7

Values from the calculation:
HOMO level = -13.71 eV
Gap between HOMO and LUMO = 4.36 eV
Net charge = +2
Energy above the lowest of the compared OMol25 structures with the same formula, charge and spin = 2.062 eV



7.
ORCA calculation (ωB97M-V/def2-TZVPD) on an isolated ion of composition C9H17N2O2S and charge +1 at a distorted geometry.

Last column: Löwdin charge in e.
Positions of all 31 atoms, in Å:
C1 2.2645 2.1562 -0.4606  -0.113
C2 2.1557 2.4194 1.0039  -0.137
C3 1.6409 1.0831 1.5601  -0.115
C4 1.0840 -1.0445 0.2462  -0.097
C5 -0.2320 -1.7448 0.4215  -0.126
C6 -0.6764 0.6508 0.2979  -0.051
C7 0.8415 0.4809 0.3493  -0.408
C8 -2.3825 -0.8915 1.1360  -0.006
C9 -0.4880 -0.7849 -2.7127  -0.066
N1 -1.2805 -0.7265 0.1573  -0.310
N2 1.5634 1.1685 -0.7691  0.074
O1 -2.9760 0.0218 -1.7420  -0.243
O2 -2.5180 -2.3538 -1.4072  -0.247
S1 -2.0511 -1.0386 -1.6048  0.746
H1 2.7860 2.8452 -1.1604  0.142
H2 3.0247 2.8625 1.5454  0.132
H3 1.2037 2.9982 1.1243  0.134
H4 2.5041 0.4098 1.8105  0.129
H5 0.9919 1.0430 2.4204  0.111
H6 1.8887 -1.4291 0.9360  0.144
H7 1.5484 -1.2497 -0.7526  0.125
H8 -0.3880 -2.5666 -0.2440  0.120
H9 -0.3922 -1.9907 1.4876  0.144
H10 -0.9224 1.0649 1.2398  0.116
H11 -1.1505 1.3906 -0.3678  0.156
H12 -3.0664 -0.1179 0.9394  0.085
H13 -2.8899 -1.8553 0.9302  0.121
H14 -1.8289 -0.7349 2.1627  0.164
H15 0.2574 -0.1969 -1.9680  0.058
H16 0.0661 -1.7698 -2.9152  0.095
H17 -0.5781 -0.0989 -3.6643  0.122

Atoms 1-6, force components in eV/Å:
C 0.0 0.6 1.2
C -1.1 0.7 1.9
C 0.6 -1.4 -0.3
C 1.9 -0.5 -0.9
C 0.2 0.6 1.2
C 0.4 0.3 -0.3

Values from the calculation:
HOMO level = -13.14 eV
Gap between HOMO and LUMO = 9.77 eV
SMILES = C[N@+]1(S(C)(=O)=O)CC[C@]2(CCC=N2)C1
Net charge = +1
Energy above the lowest of the compared OMol25 structures with the same formula, charge and spin = 0.561 eV



no.,DFT total energy (eV)
1,-15166.982
2,-28556.884
3,-20369.518
4,-70760.498
5,-23608.925
6,-123152.071
7,-27509.611